Record 1
The following is a DFT calculation (ωB97M-V/def2-TZVPD) of a molecular structure, C39H42N6O3Ti.

Last column: Mulliken charge in e.
Geometry (Å):
Ti (1.06, -0.26, 0.07)  -0.812
O (-1.51, 0.03, -3.37)  -0.754
C (-1.21, 0.22, -2.19)  0.122
N (-0.48, -0.58, -1.38)  0.464
C (-0.20, -1.91, -1.76)  0.032
C (-0.27, -2.49, -3.03)  -0.568
C (0.04, -3.84, -3.19)  -0.785
C (0.39, -4.62, -2.10)  -0.890
C (0.47, -4.07, -0.84)  -0.255
C (0.19, -2.72, -0.67)  -0.491
N (0.29, -1.99, 0.53)  0.772
C (-0.29, -2.35, 1.69)  0.096
O (-0.77, -3.42, 2.01)  -0.743
C (-0.35, -1.16, 2.63)  0.224
C (-0.81, -1.30, 3.92)  -0.768
C (-0.90, -0.18, 4.73)  -0.655
C (-0.54, 1.05, 4.19)  -1.174
C (-0.10, 1.11, 2.88)  -0.494
N (0.00, 0.03, 2.11)  1.122
C (-1.73, 1.52, -1.57)  0.719
C (-2.22, 2.49, -2.44)  -0.707
C (-2.72, 3.67, -1.91)  -0.479
C (-2.72, 3.83, -0.53)  -0.770
C (-2.21, 2.81, 0.25)  -0.156
N (-1.71, 1.68, -0.25)  -0.109
H (-0.56, -1.89, -3.87)  0.573
H (-0.01, -4.28, -4.18)  0.399
H (0.61, -5.68, -2.24)  0.432
H (0.73, -4.66, 0.03)  0.698
H (-1.10, -2.29, 4.26)  0.649
H (-1.25, -0.25, 5.75)  0.431
H (-0.60, 1.96, 4.78)  0.489
H (0.17, 2.05, 2.42)  0.796
H (-2.22, 2.29, -3.50)  0.473
H (-3.12, 4.44, -2.55)  0.427
H (-3.12, 4.73, -0.07)  0.425
H (-2.20, 2.89, 1.33)  0.381
N (1.12, 3.54, -1.37)  -0.187
C (1.31, 2.24, -1.16)  0.391
O (1.12, 1.77, -0.01)  -0.067
C (1.77, 1.37, -2.30)  -1.619
C (2.17, -0.02, -1.78)  -0.991
H (0.72, 4.10, -0.64)  0.280
H (1.19, 3.93, -2.30)  0.261
H (2.56, 1.91, -2.84)  0.622
H (0.92, 1.30, -3.00)  0.341
H (3.25, -0.05, -1.67)  0.856
H (1.91, -0.76, -2.53)  0.868
C (4.01, -4.96, -0.26)  -1.779
C (3.54, -4.00, 0.80)  0.658
C (3.26, -4.45, 2.09)  -0.969
C (2.81, -3.57, 3.08)  0.981
C (2.51, -4.05, 4.47)  -1.778
C (2.65, -2.23, 2.75)  -0.513
C (2.89, -1.76, 1.47)  0.073
C (3.34, -2.66, 0.50)  0.055
N (2.68, -0.38, 1.11)  1.012
C (3.77, 0.56, 1.53)  0.955
C (4.92, -0.14, 2.29)  -1.575
C (6.00, 0.87, 2.71)  0.346
C (5.37, 1.92, 3.64)  -1.418
C (4.24, 2.64, 2.90)  0.347
C (4.82, 3.34, 1.66)  -1.183
C (5.45, 2.29, 0.74)  0.398
C (6.58, 1.57, 1.48)  -1.414
C (4.39, 1.27, 0.31)  -1.392
C (3.18, 1.63, 2.47)  -0.937
H (4.76, -5.66, 0.15)  0.430
H (4.46, -4.43, -1.10)  0.357
H (3.18, -5.55, -0.65)  0.268
H (3.39, -5.50, 2.33)  0.403
H (2.38, -5.13, 4.49)  0.419
H (1.60, -3.59, 4.85)  0.325
H (3.32, -3.79, 5.16)  0.344
H (2.32, -1.53, 3.52)  0.407
H (3.53, -2.29, -0.50)  0.104
H (5.37, -0.91, 1.65)  0.353
H (4.54, -0.64, 3.17)  0.437
H (6.79, 0.34, 3.24)  0.274
H (6.13, 2.64, 3.96)  0.561
H (4.98, 1.44, 4.54)  0.544
H (3.79, 3.38, 3.56)  0.307
H (5.56, 4.08, 1.96)  0.551
H (4.02, 3.87, 1.13)  0.451
H (5.85, 2.78, -0.15)  0.354
H (7.36, 2.27, 1.77)  0.545
H (7.04, 0.82, 0.82)  0.555
H (4.85, 0.52, -0.34)  0.523
H (3.61, 1.78, -0.24)  -0.457
H (2.38, 2.15, 1.94)  -0.178
H (2.74, 1.14, 3.34)  0.387

Results
Maximum force = 0.84 eV/Å
LUMO energy = 0.05 eV
Charge = 0
Relative energy (zero: lowest compared OMol25 entry of this formula, charge and spin) = 62.3 kJ/mol
Molar mass = 690.7 Da
HOMO-LUMO gap = 7.4 eV


Record 2
The following is a DFT calculation (ωB97M-V/def2-TZVPD) of a molecular structure, C39H43AsN2OPtS2.

Last column: Mulliken charge in e.
Geometry (Å):
Pt (0.08, -0.22, 0.40)  1.636
S (-3.24, -2.43, -1.67)  -0.192
C (-2.31, -1.16, -1.04)  0.124
N (-1.18, -1.51, -0.49)  0.799
C (-0.98, -2.89, -0.54)  -0.579
C (0.11, -3.59, -0.02)  -0.678
C (0.12, -4.96, -0.16)  -1.059
C (-0.93, -5.63, -0.80)  -0.683
C (-2.01, -4.95, -1.31)  -0.604
C (-2.03, -3.56, -1.17)  1.095
H (-2.61, -0.13, -1.10)  -0.125
H (0.90, -3.06, 0.49)  0.414
H (0.95, -5.53, 0.24)  0.486
H (-0.89, -6.71, -0.89)  0.446
H (-2.83, -5.47, -1.80)  0.500
C (5.78, -1.03, -1.37)  -0.612
C (5.46, 0.11, -2.10)  -0.846
C (4.15, 0.55, -2.17)  -0.091
C (3.15, -0.15, -1.51)  0.375
C (3.47, -1.30, -0.78)  -0.084
C (4.78, -1.73, -0.71)  -0.757
As (1.30, 0.37, -1.65)  1.574
C (1.37, 2.30, -1.76)  0.557
C (2.28, 3.00, -0.98)  -0.938
C (2.30, 4.38, -1.00)  -0.993
C (1.41, 5.08, -1.81)  -0.687
C (0.51, 4.38, -2.60)  -0.940
C (0.47, 2.99, -2.57)  -0.868
C (0.77, -0.23, -3.40)  0.373
C (0.10, -1.43, -3.57)  -0.093
C (-0.20, -1.89, -4.85)  -0.770
C (0.18, -1.14, -5.95)  -0.645
C (0.87, 0.05, -5.78)  -0.845
C (1.17, 0.51, -4.51)  -0.492
H (6.80, -1.37, -1.32)  0.415
H (6.24, 0.66, -2.61)  0.450
H (3.92, 1.44, -2.74)  0.401
H (2.69, -1.86, -0.27)  0.102
H (5.03, -2.63, -0.15)  0.453
H (3.02, 2.46, -0.39)  0.615
H (3.03, 4.92, -0.41)  0.496
H (1.44, 6.16, -1.85)  0.458
H (-0.17, 4.92, -3.25)  0.531
H (-0.24, 2.46, -3.18)  0.614
H (-0.16, -2.04, -2.72)  0.538
H (-0.72, -2.83, -4.98)  0.477
H (-0.05, -1.49, -6.95)  0.418
H (1.19, 0.62, -6.65)  0.451
H (1.72, 1.44, -4.39)  0.384
C (-3.10, 3.43, 1.15)  -0.976
S (-3.06, 2.26, -0.21)  0.385
C (-3.39, 3.43, -1.52)  -1.144
O (-1.62, 1.84, -0.38)  -0.757
H (-4.08, 3.90, 1.18)  0.509
H (-2.31, 4.17, 1.00)  0.324
H (-2.94, 2.87, 2.07)  0.260
H (-4.41, 3.82, -1.41)  0.505
H (-3.31, 2.89, -2.46)  0.359
H (-2.66, 4.23, -1.48)  0.258
C (-3.75, -1.39, 2.78)  -1.364
C (-2.72, -2.10, 3.67)  0.310
C (-2.15, -3.35, 2.99)  -1.408
C (-1.65, -1.18, 4.18)  0.550
C (-1.49, -1.06, 5.54)  -1.105
C (-0.52, -0.20, 6.05)  -0.896
C (0.29, 0.59, 5.22)  -1.114
C (0.18, 0.54, 3.86)  0.371
C (0.98, 1.54, 3.07)  0.382
C (1.99, 0.97, 2.08)  -0.915
C (0.08, 2.59, 2.41)  -0.767
C (-0.77, -0.42, 3.28)  0.792
N (-0.91, -0.72, 2.04)  0.014
H (-4.57, -2.08, 2.57)  0.459
H (-3.31, -1.06, 1.84)  0.100
H (-4.18, -0.52, 3.29)  0.374
H (-3.25, -2.44, 4.56)  0.688
H (-1.64, -3.10, 2.06)  0.245
H (-2.98, -4.03, 2.76)  0.481
H (-1.46, -3.88, 3.64)  0.402
H (-2.11, -1.62, 6.22)  0.494
H (-0.40, -0.13, 7.13)  0.417
H (0.99, 1.28, 5.69)  0.510
H (1.60, 2.06, 3.81)  0.727
H (1.62, 0.53, 1.11)  -0.461
H (2.58, 0.16, 2.50)  0.411
H (2.65, 1.76, 1.72)  0.496
H (-0.49, 2.16, 1.58)  -0.367
H (0.68, 3.41, 2.01)  0.381
H (-0.62, 3.00, 3.14)  0.470

Results
Maximum force = 0.56 eV/Å
LUMO energy = -7.48 eV
Charge = +2
Relative energy (zero: lowest compared OMol25 entry of this formula, charge and spin) = 70.2 kJ/mol
Molar mass = 889.9 Da
HOMO-LUMO gap = 6.3 eV